Below is a cluster of 11 separate species, C57H144N8O19 in total at a distorted geometry, with properties calculated with ωB97M-V/def2-TZVPD.

Structure (XYZ):
```
228
Properties=species:S:1:pos:R:3:mulliken_charge:R:1
C 19.20 23.61 13.09 0.512
O 19.35 24.80 12.30 -0.193
C 20.73 25.16 12.30 -0.636
C 20.96 26.28 11.35 -0.125
N 20.82 25.67 10.04 -0.520
C 20.86 26.73 8.95 -0.814
C 19.51 27.50 8.86 -0.500
O 18.28 26.80 9.11 -0.371
C 17.24 27.73 9.53 -0.589
H 18.15 23.34 13.08 -0.612
H 19.36 24.00 14.10 -0.349
H 19.75 22.71 12.83 0.445
H 21.35 24.26 12.20 0.317
H 20.85 25.47 13.34 0.161
H 21.94 26.68 11.60 0.358
H 20.23 27.08 11.50 0.211
H 19.89 25.28 10.08 0.299
H 20.95 26.21 8.00 0.346
H 21.72 27.38 9.08 0.346
H 19.38 28.01 7.91 0.499
H 19.66 28.29 9.60 0.332
H 17.41 27.91 10.59 0.278
H 16.26 27.25 9.50 0.055
H 17.33 28.67 9.00 0.418
C 15.12 15.51 16.69 -0.729
O 15.22 16.91 16.67 -0.466
C 16.34 17.31 15.86 -0.534
C 16.71 18.78 15.91 0.245
N 17.27 19.30 17.19 -0.027
C 16.29 19.60 18.27 -0.364
C 17.13 19.93 19.52 -0.938
O 17.89 21.14 19.46 -0.181
C 18.63 21.28 20.68 -0.894
H 14.27 15.28 17.34 0.352
H 15.99 15.00 17.10 0.323
H 14.84 15.11 15.71 0.218
H 16.08 16.97 14.86 0.266
H 17.26 16.80 16.12 0.165
H 15.87 19.41 15.62 0.460
H 17.52 18.88 15.20 -0.628
H 17.99 19.98 17.03 0.133
H 15.62 18.77 18.50 0.534
H 15.81 20.51 17.93 -0.112
H 17.73 19.04 19.71 0.482
H 16.46 19.95 20.38 0.505
H 19.33 22.11 20.60 0.252
H 19.25 20.42 20.96 0.024
H 18.00 21.50 21.55 0.354
C 16.05 20.21 12.16 -0.560
O 17.34 20.82 11.93 -0.245
C 18.44 19.87 12.12 1.356
C 18.76 19.12 10.88 -1.139
N 17.86 17.95 10.72 -0.071
C 18.32 17.05 9.57 -0.708
C 17.28 15.91 9.26 -0.802
O 17.01 15.03 10.40 -0.358
C 16.01 14.08 10.12 -0.976
H 15.97 19.39 11.45 0.346
H 15.17 20.85 12.10 0.331
H 16.07 19.75 13.15 -0.025
H 18.15 19.23 12.96 -0.975
H 19.28 20.36 12.60 0.029
H 19.80 18.78 10.85 0.478
H 18.61 19.81 10.05 0.477
H 17.76 17.41 11.56 0.144
H 19.26 16.53 9.79 0.370
H 18.52 17.62 8.66 0.477
H 17.70 15.25 8.49 0.383
H 16.32 16.25 8.87 0.443
H 15.08 14.57 9.83 0.360
H 15.79 13.45 10.98 0.348
H 16.20 13.35 9.33 0.330
C 22.04 25.86 19.62 -0.946
O 22.44 24.52 19.62 -0.080
C 23.75 24.35 20.17 -0.822
C 24.25 22.96 19.89 -0.096
N 23.38 21.90 20.37 0.515
C 23.55 21.66 21.85 -0.887
C 22.87 20.34 22.39 -0.745
O 21.41 20.28 22.14 -0.157
C 20.88 19.04 22.65 -0.774
H 21.09 25.95 19.09 0.114
H 22.78 26.50 19.14 0.375
H 21.84 26.20 20.63 0.367
H 23.80 24.50 21.24 0.356
H 24.41 25.04 19.65 0.509
H 25.22 22.88 20.39 0.689
H 24.46 22.89 18.82 -0.663
H 22.43 22.21 20.24 -0.293
H 23.05 22.47 22.38 0.349
H 24.60 21.78 22.14 0.523
H 23.01 20.28 23.47 0.485
H 23.39 19.46 22.00 0.259
H 19.81 19.16 22.44 0.265
H 20.90 18.89 23.73 0.343
H 21.30 18.21 22.09 0.266
C 22.36 30.58 11.44 -0.666
O 23.35 30.58 12.51 -0.361
C 23.22 31.73 13.35 -0.596
C 23.81 31.46 14.75 -0.627
N 22.95 30.71 15.73 -0.486
C 22.53 29.41 15.14 -0.233
C 21.51 28.56 16.00 -0.413
O 21.23 27.27 15.45 -0.085
C 20.20 26.48 16.08 0.966
H 22.23 31.55 10.96 0.388
H 21.40 30.35 11.90 0.304
H 22.60 29.80 10.72 0.138
H 22.18 32.06 13.37 0.386
H 23.81 32.53 12.91 0.442
H 24.13 32.44 15.12 0.384
H 24.69 30.82 14.66 0.380
H 23.52 30.53 16.54 0.251
H 23.43 28.86 14.88 0.371
H 21.91 29.55 14.25 0.015
H 20.67 29.21 16.25 0.298
H 22.01 28.28 16.93 0.106
H 20.42 26.02 17.05 -0.327
H 19.90 25.68 15.41 -0.918
H 19.25 27.00 16.17 0.465
C 9.71 22.49 22.49 -0.744
O 10.33 22.60 21.19 -0.290
C 9.96 23.73 20.42 -0.731
C 10.89 24.08 19.25 -0.408
N 12.31 24.42 19.65 -0.372
C 13.24 24.07 18.56 -1.255
C 13.63 22.57 18.58 0.999
O 14.06 22.20 19.86 -0.483
C 15.24 22.83 20.37 -0.574
H 10.15 23.22 23.17 0.304
H 9.83 21.51 22.95 0.234
H 8.63 22.65 22.39 0.307
H 9.94 24.63 21.04 0.373
H 8.95 23.51 20.08 0.438
H 10.50 24.97 18.75 0.334
H 10.93 23.28 18.51 0.312
H 12.51 23.77 20.40 0.356
H 14.10 24.73 18.68 0.221
H 12.82 24.25 17.58 0.533
H 14.52 22.42 17.96 -0.867
H 12.84 21.90 18.23 0.470
H 15.51 22.31 21.29 0.231
H 15.08 23.89 20.55 0.449
H 16.04 22.76 19.63 0.162
C 15.84 26.64 16.82 -0.920
O 15.29 25.48 16.24 -0.385
C 16.25 24.49 15.94 -0.147
C 15.62 23.33 15.13 -0.033
N 14.90 23.79 13.92 -0.376
C 15.71 24.26 12.76 0.580
C 14.91 24.91 11.66 -1.112
O 14.39 26.12 12.10 -0.241
C 13.27 26.67 11.41 -0.788
H 15.08 27.36 17.09 0.329
H 16.58 27.11 16.17 0.308
H 16.36 26.41 17.75 0.317
H 16.75 24.15 16.84 0.497
H 17.06 24.94 15.36 0.266
H 14.90 22.79 15.75 0.119
H 16.45 22.66 14.88 -0.290
H 14.52 24.64 14.32 0.316
H 16.09 23.32 12.37 -0.079
H 16.46 24.96 13.13 0.100
H 14.09 24.22 11.46 0.428
H 15.46 25.13 10.75 0.335
H 12.50 25.91 11.40 0.349
H 13.63 27.01 10.44 0.231
H 12.79 27.51 11.91 0.242
C 19.07 11.61 13.60 -0.833
O 18.65 12.89 14.04 -0.307
C 17.36 13.21 13.56 -0.948
C 17.12 14.71 13.84 -0.562
N 17.78 15.68 12.95 0.136
C 19.23 15.59 12.81 -0.536
C 20.04 16.20 13.97 -0.014
O 21.47 16.08 13.65 -0.497
C 22.21 17.00 14.49 -0.618
H 19.06 11.46 12.52 0.311
H 18.45 10.84 14.06 0.330
H 20.06 11.45 14.02 0.264
H 16.61 12.66 14.13 0.533
H 17.24 13.02 12.49 0.301
H 17.38 14.93 14.88 0.018
H 16.05 14.88 13.72 0.595
H 17.36 15.61 12.03 0.423
H 19.55 16.22 11.97 0.065
H 19.60 14.64 12.42 0.287
H 19.89 15.73 14.94 0.384
H 19.78 17.25 14.06 -0.072
H 22.20 16.66 15.52 0.326
H 21.81 18.01 14.35 0.222
H 23.24 17.02 14.12 0.337
C 22.16 18.44 18.90 -0.708
C 23.67 18.69 18.88 1.343
C 24.55 17.66 18.24 -1.852
O 24.05 19.91 18.32 -0.173
H 21.84 17.95 17.98 0.149
H 21.62 19.38 19.01 -0.026
H 21.90 17.73 19.68 0.299
H 24.07 18.76 19.89 -0.177
H 25.61 17.91 18.32 0.382
H 24.22 17.62 17.20 0.288
H 24.32 16.70 18.71 0.476
H 23.83 20.62 18.93 0.071
C 24.67 22.41 15.55 -0.612
C 24.64 20.88 15.23 2.038
C 24.87 20.62 13.75 -1.587
O 25.63 20.26 16.04 -0.707
H 24.48 22.63 16.59 -0.391
H 23.94 22.96 14.96 0.276
H 25.63 22.78 15.17 0.424
H 23.68 20.47 15.54 -0.688
H 24.79 19.59 13.41 0.310
H 25.90 20.94 13.61 0.382
H 24.22 21.20 13.09 0.329
H 25.19 19.84 16.77 0.248
C 20.36 21.13 15.78 -0.457
C 20.03 21.57 17.20 0.716
C 20.91 22.59 17.79 -0.692
O 18.73 22.04 17.07 0.745
H 20.46 22.00 15.13 -0.009
H 19.54 20.58 15.33 -0.355
H 21.27 20.53 15.81 0.001
H 19.96 20.64 17.77 0.252
H 20.36 23.12 18.56 0.394
H 21.13 23.39 17.07 0.143
H 21.84 22.19 18.19 -0.167
H 18.26 21.89 17.89 -0.315
```

Results
HOMO, eV: -8.175
Kohn-Sham gap, eV: 8.7

---

Below is a structure of composition C57H36N8P2S2V at a distorted geometry, with properties calculated with ωB97M-V/def2-TZVPD.

Structure (XYZ):
```
106
Properties=species:S:1:pos:R:3:lowdin_spin:R:1
V -0.43 -0.53 0.82 2.072
C 4.84 2.97 0.19 0.025
C 4.78 3.27 1.57 0.034
C 3.75 2.79 2.36 0.009
C 2.77 1.98 1.78 0.057
C 1.55 1.40 2.28 0.076
N 0.98 0.77 1.23 -0.015
C 1.63 0.95 0.08 0.155
N 2.99 -1.42 0.33 0.017
C 2.16 -2.37 0.99 0.016
C 2.44 -3.72 1.25 0.002
C 3.62 -4.45 1.51 0.002
C 3.54 -5.81 1.66 0.001
C 2.29 -6.49 1.54 0.003
C 1.14 -5.82 1.26 0.001
C 1.19 -4.41 1.11 0.003
C 0.25 -3.45 0.74 0.009
N -0.99 -3.68 0.07 0.046
C -2.09 -3.00 0.58 0.164
N -1.95 -1.86 1.25 -0.004
C -3.17 -1.49 1.79 0.077
N -3.38 -0.50 2.65 0.063
C -2.40 0.27 3.09 -0.049
N -1.09 0.32 2.66 0.066
C -0.39 1.18 3.49 -0.051
N 0.87 1.62 3.41 0.061
C -1.30 1.69 4.50 -0.034
C -1.13 2.63 5.52 -0.005
C -2.23 3.01 6.25 -0.016
C -3.51 2.47 5.97 -0.015
C -3.68 1.55 4.96 -0.005
C -2.56 1.16 4.22 -0.033
C -4.15 -2.43 1.33 0.065
C -5.53 -2.55 1.53 0.003
C -6.19 -3.61 0.95 0.037
C -5.50 -4.57 0.17 0.019
C -4.14 -4.47 -0.03 0.019
C -3.46 -3.39 0.55 0.055
N 0.84 -2.22 0.72 0.012
C 2.83 1.70 0.39 0.055
C 3.87 2.19 -0.40 0.017
H 5.66 3.36 -0.41 0.001
H 5.55 3.89 2.01 0.002
H 3.70 3.04 3.42 0.000
H 4.58 -3.94 1.60 0.000
H 4.44 -6.38 1.87 0.000
H 2.27 -7.57 1.67 0.000
H 0.19 -6.34 1.15 0.000
H -0.14 3.05 5.71 0.000
H -2.13 3.74 7.05 -0.001
H -4.36 2.79 6.56 -0.001
H -4.65 1.13 4.73 0.000
H -6.06 -1.82 2.13 0.000
H -7.26 -3.72 1.09 0.002
H -6.05 -5.40 -0.27 0.000
H -3.60 -5.20 -0.63 0.001
H 3.90 1.96 -1.46 0.000
S -0.81 -3.51 -1.70 0.018
P 0.26 -1.20 -1.58 -0.021
C 0.79 0.63 -1.09 -0.048
P -0.70 1.63 -1.03 0.012
S -2.47 0.73 -0.81 0.025
C -0.53 2.99 0.20 0.001
C -1.50 3.14 1.19 -0.001
C -1.38 4.15 2.14 0.000
C -0.30 5.02 2.10 0.000
C 0.66 4.89 1.10 0.000
C 0.54 3.88 0.15 0.002
C -0.71 2.64 -2.59 0.005
C 0.49 3.10 -3.12 -0.002
C 0.51 3.95 -4.21 0.000
C -0.68 4.34 -4.81 0.000
C -1.89 3.88 -4.29 0.000
C -1.90 3.04 -3.18 0.002
C -0.35 -0.79 -3.29 -0.006
C 0.48 -0.14 -4.20 -0.002
C 0.02 0.25 -5.45 0.000
C -1.30 0.02 -5.80 -0.001
C -2.14 -0.63 -4.91 0.000
C -1.66 -1.03 -3.67 -0.001
C 2.00 -1.84 -1.92 -0.002
C 3.12 -1.72 -1.05 0.001
C 4.40 -2.01 -1.52 0.000
C 4.61 -2.50 -2.80 0.000
C 3.52 -2.74 -3.62 0.000
C 2.25 -2.41 -3.17 0.000
H -2.32 2.44 1.24 -0.001
H -2.12 4.23 2.93 0.000
H -0.20 5.80 2.85 0.000
H 1.51 5.56 1.06 0.000
H 1.30 3.79 -0.62 0.000
H 1.42 2.76 -2.67 -0.002
H 1.46 4.29 -4.61 0.000
H -0.67 5.00 -5.67 0.000
H -2.82 4.17 -4.75 0.000
H -2.83 2.67 -2.78 0.001
H 1.51 0.08 -3.92 0.000
H 0.69 0.77 -6.14 0.000
H -1.68 0.35 -6.77 0.000
H -3.18 -0.81 -5.16 0.000
H -2.32 -1.54 -2.97 0.000
H 3.89 -1.27 0.77 0.000
H 5.24 -1.90 -0.84 0.000
H 5.61 -2.73 -3.13 0.000
H 3.65 -3.16 -4.61 0.000
H 1.41 -2.58 -3.83 0.000
```

Results
Spin multiplicity: 4
HOMO (alpha / beta), eV: -0.754 / -1.186
Total charge: -2
Kohn-Sham gap (alpha / beta), eV: 4.9 / 4.9
<S²>: 4.0573

---

Below is a structure of composition C57H37AlBrF9NO2PSe, with properties calculated with ωB97M-V/def2-TZVPD.

Structure (XYZ):
```
110
Properties=species:S:1:pos:R:3:mulliken_charge:R:1
Al -0.69 -0.94 -1.02 -0.525
O 0.62 -0.72 -2.09 0.022
C 1.32 0.39 -2.54 2.354
C 1.66 1.22 -1.26 -1.652
C 0.44 1.79 -0.60 1.029
C 0.22 3.16 -0.54 -0.862
C -0.96 3.65 -0.01 -1.369
C -1.89 2.75 0.48 -0.721
C -1.62 1.40 0.43 0.107
C -2.60 0.38 0.92 -1.680
C -3.35 -0.28 -0.29 2.617
O -2.38 -0.76 -1.17 0.147
C -4.20 -1.45 0.19 -0.805
C -4.51 -2.45 -0.73 -0.176
C -5.25 -3.56 -0.35 -0.985
C -5.70 -3.69 0.96 -0.523
C -5.41 -2.70 1.88 -1.132
C -4.66 -1.58 1.49 0.153
C -4.20 0.77 -1.01 -0.369
C -5.47 1.09 -0.55 -0.388
C -6.20 2.11 -1.15 -0.985
C -5.66 2.82 -2.22 -0.633
C -4.39 2.50 -2.68 -0.820
C -3.67 1.48 -2.08 0.163
N -0.47 0.93 -0.11 2.327
C 0.48 1.19 -3.54 0.064
C -0.56 0.56 -4.22 -0.488
C -1.36 1.27 -5.11 -0.857
C -1.13 2.62 -5.34 -0.651
C -0.09 3.25 -4.68 -1.228
C 0.71 2.54 -3.79 0.211
C 2.64 -0.10 -3.14 -0.282
C 3.12 -1.34 -2.74 0.257
C 4.32 -1.84 -3.24 -1.052
C 5.07 -1.09 -4.14 -0.942
C 4.60 0.16 -4.53 -0.860
C 3.39 0.65 -4.04 -0.484
H 2.39 2.01 -1.47 0.857
H 2.12 0.50 -0.58 -0.419
H 0.97 3.83 -0.93 0.547
H -1.15 4.71 0.03 0.482
H -2.83 3.09 0.91 0.615
H -3.29 0.84 1.62 0.980
H -2.06 -0.43 1.43 0.337
H -4.15 -2.36 -1.75 0.413
H -5.48 -4.33 -1.08 0.430
H -6.27 -4.56 1.26 0.413
H -5.75 -2.78 2.90 0.452
H -4.44 -0.83 2.24 0.452
H -5.91 0.54 0.27 0.468
H -7.19 2.35 -0.79 0.420
H -6.23 3.61 -2.69 0.408
H -3.96 3.04 -3.52 0.477
H -2.69 1.22 -2.45 0.251
H -0.74 -0.49 -4.06 0.504
H -2.17 0.76 -5.62 0.433
H -1.76 3.17 -6.03 0.469
H 0.10 4.31 -4.85 0.425
H 1.51 3.06 -3.29 0.521
H 2.55 -1.93 -2.03 -0.126
H 4.68 -2.81 -2.92 0.472
H 6.00 -1.47 -4.53 0.409
H 5.17 0.76 -5.23 0.443
H 3.04 1.61 -4.39 0.427
F 6.73 -1.89 4.69 -0.296
C 5.58 -1.40 4.25 0.555
C 4.85 -0.54 5.05 0.214
F 5.32 -0.19 6.25 -0.303
C 3.65 -0.04 4.59 0.270
F 3.01 0.81 5.41 -0.357
C 3.12 -0.37 3.35 -0.703
P 1.46 0.20 2.77 1.196
C 1.66 2.01 2.88 0.541
C 2.84 2.56 2.36 -0.774
C 3.01 3.94 2.29 -0.748
C 2.00 4.79 2.72 -0.583
C 0.82 4.26 3.21 -0.824
C 0.65 2.88 3.28 -0.446
C 0.36 -0.31 4.15 0.146
C -0.24 -1.56 3.95 -0.872
C -1.13 -2.08 4.88 -0.580
C -1.44 -1.35 6.02 -0.563
C -0.85 -0.11 6.23 -0.732
C 0.04 0.41 5.30 -0.154
C 3.89 -1.22 2.55 0.560
Br 3.42 -1.65 0.78 0.128
C 5.10 -1.73 3.00 0.100
F 5.84 -2.53 2.25 -0.310
H 3.63 1.91 2.01 0.379
H 3.94 4.34 1.89 0.450
H 2.13 5.86 2.66 0.402
H 0.03 4.91 3.55 0.434
H -0.29 2.48 3.64 0.512
H 0.00 -2.13 3.06 0.350
H -1.58 -3.05 4.71 0.490
H -2.14 -1.75 6.75 0.401
H -1.08 0.45 7.13 0.429
H 0.49 1.37 5.49 0.474
F 3.46 -5.57 -3.71 -0.386
C 2.62 -5.01 -2.84 0.551
C 2.79 -5.19 -1.48 0.726
F 3.81 -5.93 -1.04 -0.338
C 1.92 -4.59 -0.59 -0.025
F 2.12 -4.81 0.71 -0.454
C 0.86 -3.79 -1.02 0.004
Se -0.29 -2.94 0.23 0.028
C 0.69 -3.68 -2.40 0.086
F -0.35 -2.99 -2.90 -0.428
C 1.55 -4.26 -3.30 0.308
F 1.36 -4.11 -4.61 -0.402
```

Results
HOMO, eV: -8.108
Kohn-Sham gap, eV: 8.1

---

no.,DFT total energy (eV)
1,-112253.13382
2,-137554.22018
3,-241031.60665